{
  "formula": "C18H47InO20P4",
  "method": "ωB97M-V with the def2-TZVPD basis set",
  "de_lowest_ev": 0.0000,
  "gap_ev": 4.11,
  "energy_ev": -102698.0643,
  "total_charge": 2,
  "elements": ["In", "C", "C", "O", "O", "H", "H", "H", "C", "O", "P", "O", "O", "C", "O", "C", "H", "H", "H", "H", "H", "H", "H", "H", "H", "C", "O", "P", "O", "O", "C", "O", "C", "H", "H", "H", "H", "H", "H", "H", "H", "H", "C", "O", "P", "O", "O", "C", "O", "C", "H", "H", "H", "H", "H", "H", "H", "H", "H", "C", "O", "P", "O", "O", "C", "O", "C", "H", "H", "H", "H", "H", "H", "H", "H", "H", "O", "C", "O", "C", "C", "C", "H", "H", "H", "H", "H", "H", "H", "H"],
  "coordinates": [[0.943, 0.836, 0.485], [-2.842, 1.551, -2.236], [-1.467, 1.292, -1.664], [-1.051, 0.118, -1.634], [-0.837, 2.255, -1.176], [-3.061, 0.813, -3.006], [-2.921, 2.528, -2.708], [-3.645, 1.436, -1.507], [0.904, 1.761, -4.757], [2.147, 1.074, -4.664], [3.012, 1.082, -3.336], [2.279, 1.001, -2.058], [3.953, -0.195, -3.524], [4.789, -0.603, -2.484], [4.007, 2.312, -3.514], [5.008, 2.360, -4.540], [0.750, 2.071, -5.786], [0.652, 2.566, -4.063], [0.205, 0.982, -4.433], [5.816, -0.720, -2.832], [4.572, -1.582, -2.044], [4.743, 0.070, -1.625], [5.819, 1.744, -4.149], [5.350, 3.392, -4.544], [4.682, 2.054, -5.532], [-4.433, 0.702, 4.346], [-3.150, 1.083, 3.808], [-3.011, 1.120, 2.188], [-1.617, 1.278, 1.722], [-3.777, -0.221, 1.766], [-3.396, -0.860, 0.547], [-4.057, 2.317, 1.847], [-3.603, 3.452, 1.096], [-5.024, 1.620, 4.368], [-4.406, 0.263, 5.340], [-5.115, 0.071, 3.772], [-3.483, -1.939, 0.653], [-2.413, -0.567, 0.181], [-4.097, -0.551, -0.233], [-2.682, 3.160, 0.584], [-3.305, 4.297, 1.718], [-4.330, 3.773, 0.354], [-1.018, -2.646, -3.048], [-0.184, -3.381, -2.170], [1.287, -2.798, -1.859], [1.357, -1.549, -1.086], [2.053, -4.116, -1.348], [3.170, -4.070, -0.465], [1.936, -2.603, -3.281], [2.356, -3.604, -4.149], [-0.484, -1.812, -3.504], [-1.859, -2.217, -2.500], [-1.474, -3.277, -3.810], [3.085, -4.554, 0.506], [3.437, -3.026, -0.286], [3.988, -4.524, -1.024], [2.492, -4.555, -3.632], [3.356, -3.363, -4.522], [1.780, -3.769, -5.061], [-2.091, -2.601, 3.698], [-1.309, -3.403, 2.816], [0.159, -3.023, 2.348], [0.177, -1.716, 1.643], [0.919, -3.105, 3.725], [2.318, -2.801, 3.875], [0.651, -4.311, 1.557], [-0.298, -5.133, 0.850], [-3.034, -2.436, 3.176], [-1.612, -1.646, 3.911], [-2.367, -3.097, 4.628], [2.446, -2.065, 4.667], [2.730, -2.422, 2.939], [2.895, -3.675, 4.170], [0.125, -5.522, -0.074], [-1.260, -4.683, 0.607], [-0.521, -5.996, 1.477], [0.497, 3.507, 1.661], [-0.042, 4.596, 1.684], [-0.442, 5.205, 2.826], [-0.166, 4.581, 4.071], [-1.438, 3.853, 4.504], [-0.279, 5.435, 0.471], [0.287, 5.322, 4.729], [0.640, 3.842, 4.053], [-2.132, 4.569, 4.945], [-1.165, 3.279, 5.395], [-1.794, 3.171, 3.743], [0.081, 6.449, 0.635], [-1.339, 5.464, 0.214], [0.178, 5.026, -0.428]]
}

{
  "formula": "C32H35FeIN5OS3",
  "method": "ωB97M-V with the def2-TZVPD basis set",
  "de_lowest_ev": 0.0034,
  "gap_ev": [6.16, 6.24],
  "energy_ev": -118246.5945,
  "multiplicity": 5,
  "total_charge": -1,
  "elements": ["Fe", "C", "N", "C", "C", "C", "C", "C", "C", "C", "N", "C", "C", "C", "C", "C", "C", "N", "C", "C", "H", "H", "H", "H", "H", "H", "H", "H", "H", "H", "H", "H", "H", "H", "H", "H", "H", "H", "H", "H", "I", "C", "C", "C", "C", "C", "C", "C", "C", "C", "C", "H", "H", "H", "H", "H", "H", "C", "O", "C", "S", "S", "H", "H", "H", "C", "N", "C", "C", "N", "C", "S", "H", "H", "H", "H", "H", "H"],
  "coordinates": [[-0.499, -0.143, -0.285], [2.866, -2.248, 1.075], [1.513, -2.775, 1.184], [1.485, -4.202, 0.953], [0.818, -2.309, 2.341], [0.403, -3.183, 3.342], [-0.309, -2.731, 4.446], [-0.600, -1.382, 4.557], [-0.199, -0.502, 3.565], [0.504, -0.935, 2.438], [0.792, -0.090, 1.362], [1.342, 1.143, 1.589], [1.841, 1.609, 2.819], [2.346, 2.892, 2.959], [2.391, 3.763, 1.883], [1.972, 3.300, 0.638], [1.484, 2.017, 0.482], [1.185, 1.455, -0.821], [2.383, 0.764, -1.312], [0.748, 2.435, -1.815], [3.542, -2.719, 1.806], [2.854, -1.174, 1.242], [3.255, -2.443, 0.072], [2.069, -4.778, 1.691], [1.915, -4.405, -0.030], [0.457, -4.564, 0.961], [0.628, -4.238, 3.261], [-0.628, -3.434, 5.206], [-1.163, -1.009, 5.406], [-0.487, 0.540, 3.610], [1.805, 0.958, 3.682], [2.697, 3.214, 3.933], [2.753, 4.777, 1.998], [2.029, 3.957, -0.220], [3.216, 1.471, -1.425], [2.168, 0.308, -2.280], [2.667, -0.018, -0.610], [1.559, 3.121, -2.094], [-0.095, 3.005, -1.426], [0.429, 1.904, -2.711], [0.574, -2.339, -1.627], [-0.256, -1.676, -3.429], [0.080, -2.347, -4.571], [-0.474, -1.950, -5.805], [-1.343, -0.901, -5.846], [-1.694, -0.195, -4.668], [-2.585, 0.902, -4.740], [-2.901, 1.591, -3.608], [-2.349, 1.215, -2.363], [-1.476, 0.156, -2.198], [-1.151, -0.565, -3.401], [0.767, -3.182, -4.530], [-0.204, -2.483, -6.709], [-1.778, -0.582, -6.787], [-2.993, 1.182, -5.706], [-3.569, 2.445, -3.654], [-2.610, 1.816, -1.497], [-0.770, 5.069, 2.368], [-1.179, 3.713, 2.257], [-1.738, 3.286, 1.108], [-1.954, 4.330, -0.182], [-2.069, 1.611, 1.153], [-0.323, 5.148, 3.357], [-1.624, 5.741, 2.271], [-0.038, 5.315, 1.600], [-4.077, -0.796, 3.154], [-4.403, -0.607, 1.756], [-5.427, 0.189, 1.272], [-5.279, 0.261, -0.065], [-4.181, -0.505, -0.382], [-3.611, -1.004, 0.733], [-2.181, -1.898, 0.839], [-4.995, -0.941, 3.722], [-3.532, 0.075, 3.521], [-3.433, -1.668, 3.244], [-6.148, 0.643, 1.926], [-5.843, 0.794, -0.808], [-3.675, -0.493, -1.259]]
}

{
  "formula": "C2H4NO2P",
  "method": "ωB97M-V with the def2-TZVPD basis set",
  "de_lowest_ev": 5.6497,
  "gap_ev": [7.66, 7.67],
  "energy_ev": -17007.7596,
  "total_charge": 0,
  "elements": ["O", "N", "P", "O", "C", "C", "H", "H", "H", "H"],
  "coordinates": [[-0.545, 2.196, -0.485], [-0.038, 1.777, 0.459], [1.178, 1.923, 1.480], [1.362, 0.987, 2.557], [-0.988, -1.282, -0.790], [0.284, -1.001, -0.693], [-1.371, -1.582, 0.168], [-1.733, -1.521, -1.469], [0.891, -0.577, -1.493], [0.961, -0.920, 0.265]]
}

{
  "formula": "C12H12F5N3O2Pd",
  "method": "ωB97M-V with the def2-TZVPD basis set",
  "de_lowest_ev": 0.1379,
  "gap_ev": 7.49,
  "energy_ev": -38252.2520,
  "total_charge": 2,
  "elements": ["Pd", "C", "O", "C", "O", "N", "N", "H", "H", "H", "H", "H", "H", "F", "C", "F", "C", "F", "F", "F", "C", "C", "C", "C", "C", "C", "C", "C", "N", "H", "H", "H", "H", "H", "H"],
  "coordinates": [[0.066, 0.544, -0.218], [-3.693, 4.221, -0.375], [-3.256, 2.920, -0.858], [-2.133, 2.398, -0.490], [-1.785, 1.305, -0.966], [-1.359, 3.031, 0.424], [-0.098, 2.474, 0.724], [-4.646, 4.392, -0.860], [-2.982, 4.986, -0.684], [-3.828, 4.190, 0.705], [-1.555, 3.962, 0.761], [0.004, 2.396, 1.734], [0.638, 3.096, 0.391], [1.963, -0.456, 1.599], [1.896, 0.126, 0.399], [2.303, -0.753, -0.549], [2.876, 1.328, 0.375], [4.100, 0.928, 0.629], [2.504, 2.220, 1.312], [2.814, 1.918, -0.816], [-1.498, -1.278, -0.440], [-0.380, -2.067, -0.311], [0.224, -2.640, -1.492], [1.154, -3.626, -1.375], [1.527, -4.061, -0.085], [0.969, -3.518, 1.094], [0.036, -2.534, 0.990], [2.505, -5.095, 0.034], [3.297, -5.924, 0.126], [-2.099, -1.007, 0.420], [-1.920, -1.070, -1.416], [-0.100, -2.298, -2.468], [1.602, -4.087, -2.244], [1.284, -3.898, 2.056], [-0.431, -2.119, 1.875]]
}